Record 1
ORCA calculation (the ωB97M-V functional and the def2-TZVPD basis) on a molecular structure, C41H32N11O3STi.

Last column: Mulliken charge in e.
Geometry (Å):
Ti 0.519 -0.069 0.450  -0.716
S -1.380 2.658 -3.989  -0.437
O 0.293 -0.488 -1.394  0.456
O -2.005 -1.614 -0.467  0.075
O -1.522 1.003 -0.136  -0.168
N -1.414 0.096 -2.919  -0.318
N -1.499 -1.173 3.076  -0.496
N 0.260 -1.584 -3.397  0.035
N -0.402 0.790 2.182  0.012
N 0.340 -1.814 1.628  0.706
N -0.073 3.134 1.668  -0.453
N 3.413 1.116 -0.933  -0.490
N -3.599 1.687 -0.616  0.474
N 1.476 1.762 0.399  0.743
N 2.082 -3.171 0.584  -0.579
N 2.457 -0.832 0.134  0.069
C -3.719 3.328 4.186  -0.659
C -0.637 -2.061 2.558  -0.530
C 0.766 -5.379 2.344  -0.153
C 3.339 -0.151 -0.676  -0.401
C 0.008 -6.126 3.212  -0.696
C -3.457 0.916 4.226  -0.307
C 3.619 5.582 -1.014  -0.681
C 2.708 -2.177 0.035  -0.111
C 1.662 5.421 0.419  -0.282
C -0.497 -1.008 -2.317  0.869
C 5.299 -0.965 -2.196  -0.215
C -2.309 1.077 3.460  0.385
C 3.715 4.218 -1.132  -0.112
C -4.157 2.056 4.583  -0.612
C -3.098 -0.741 -0.537  -1.543
C 0.452 -4.019 2.198  0.338
C -4.989 1.447 -0.923  -1.067
C -1.453 -2.040 -1.698  -1.914
C 5.948 -2.113 -2.633  -0.632
C -1.364 0.113 2.890  -0.580
C -1.365 -4.213 3.814  -0.296
C 2.572 2.022 -0.366  -0.322
C 5.554 -3.379 -2.191  -0.631
C -3.232 3.080 -0.411  -0.854
C -2.573 3.485 3.425  -0.013
C 1.021 -2.972 1.412  -0.559
C -1.875 2.337 3.069  0.430
C 2.762 3.429 -0.469  0.292
C -0.524 -2.158 -4.472  -0.991
C 0.968 2.958 0.839  -0.477
C 3.860 -2.383 -0.867  0.231
C -1.346 1.192 -3.361  0.404
C 4.500 -3.532 -1.299  -0.108
C -0.605 -3.441 2.923  0.266
C 4.251 -1.128 -1.305  0.397
C -2.675 0.724 -0.430  0.578
C 1.285 -0.690 -3.919  -0.934
C -0.677 2.136 2.252  -0.360
C 2.595 6.182 -0.240  -0.615
C 1.744 4.026 0.299  0.343
C -1.055 -5.544 3.945  -0.624
H -3.730 -0.956 0.331  0.462
H -0.846 -2.916 -1.467  0.267
H 4.495 3.753 -1.719  0.550
H 0.158 -2.630 -5.180  0.378
H 4.336 6.217 -1.520  0.370
H -5.621 1.656 -0.055  0.307
H -5.296 2.107 -1.738  0.345
H 1.990 -1.275 -4.511  0.346
H -1.113 -1.404 -5.018  0.319
H 6.772 -2.028 -3.331  0.396
H 1.582 -5.814 1.783  0.540
H -2.173 -3.761 4.377  0.532
H 0.223 -7.180 3.343  0.377
H 5.586 0.021 -2.534  0.557
H 0.860 0.095 -4.563  0.303
H -4.290 4.200 4.482  0.388
H -2.259 -2.311 -2.390  0.647
H 6.079 -4.253 -2.555  0.385
H 2.553 7.262 -0.171  0.386
H -3.343 3.633 -1.346  0.313
H -3.783 -0.072 4.523  0.557
H 0.881 5.873 1.016  0.533
H -5.162 0.423 -1.238  0.341
H -3.684 -0.921 -1.446  0.395
H -1.628 -6.166 4.622  0.378
H -2.199 3.140 -0.079  0.100
H -2.223 4.459 3.111  0.539
H 4.176 -4.504 -0.955  0.565
H -3.878 3.519 0.353  0.353
H -1.198 -2.931 -4.108  0.291
H 1.823 -0.216 -3.102  0.208
H -5.057 1.969 5.179  0.405

## Properties
charge: -1
orbital gap (spin up / spin down): 4.74 / 4.77 eV
DFT total energy: -99528.802 eV
ΔE to the lowest compared entry with this formula, charge and spin: 0.000 eV
F_max: 0.475 eV Å⁻¹
2S+1: 3

Record 2
ORCA calculation (the ωB97M-V functional and the def2-TZVPD basis) on a molecular structure, C41H34AsF5N3O4S2Tl.

Last column: Mulliken charge in e.
Geometry (Å):
Tl 0.180 -1.401 0.702  1.984
As -0.420 2.258 -0.834  0.845
S -1.316 -0.944 -1.188  -0.290
S 0.402 -4.017 0.142  -0.414
F -0.307 -6.647 -0.998  -0.318
F -4.974 -6.338 -0.703  -0.308
F -4.734 -3.837 0.375  -0.306
F -2.726 -7.717 -1.372  -0.295
F -2.348 -2.760 0.784  0.308
O 0.749 0.779 2.544  0.034
O -1.895 0.278 1.782  0.751
O 2.059 -0.304 -0.315  -0.641
O 3.219 1.249 -2.059  -0.376
N 2.250 -1.965 1.617  1.045
N 3.377 -1.726 0.947  -1.645
N -0.105 -2.287 2.909  0.720
C -0.311 1.674 2.861  -0.524
C 6.675 -0.941 -1.442  -0.853
C -2.621 -6.494 -0.848  0.276
C -4.249 3.586 0.202  -0.826
C -2.386 -3.993 0.227  -0.649
C 4.358 -0.526 -0.874  -0.082
C -3.278 0.001 1.600  -1.332
C -4.577 2.161 -1.703  -0.808
C 0.168 4.009 -1.470  -0.217
C 0.574 -0.347 -4.666  -0.768
C -0.154 6.162 -2.506  -0.756
C -1.399 -3.270 4.650  -1.132
C -0.009 -0.925 -3.550  -0.670
C -1.632 0.958 2.994  -0.587
C 0.995 -2.888 3.383  1.458
C -1.205 -4.653 -0.098  1.026
C 0.948 -3.688 4.521  -0.970
C 6.622 0.095 -2.374  -0.282
C -0.376 -0.138 -2.459  0.662
C -2.881 3.366 0.122  -0.248
C -2.347 2.553 -0.877  0.408
C -3.206 1.955 -1.790  -0.094
C 0.787 1.022 -4.699  -0.808
C 2.030 5.524 -1.736  -0.805
C 3.174 -0.858 -0.058  1.236
C -0.135 1.240 -2.475  -0.740
C -0.262 -3.880 5.160  -0.557
C -1.376 -5.927 -0.647  -0.014
C -0.664 4.943 -2.079  -0.238
C -5.101 2.976 -0.710  -0.449
C 2.252 -2.675 2.676  -1.284
C 1.517 4.312 -1.297  0.011
C 5.461 0.813 -2.564  -0.680
C -3.642 -4.533 0.032  -0.205
C -3.768 -5.797 -0.510  0.478
C 0.443 1.804 -3.606  -0.425
C -1.271 -2.484 3.518  -0.398
C 1.192 6.453 -2.338  -0.401
C 5.551 -1.237 -0.702  -0.592
C 4.317 0.510 -1.824  -0.015
C 1.625 0.566 3.638  -1.080
H -2.128 -2.001 3.072  0.328
H 2.453 -0.042 3.286  0.241
H -4.649 4.231 0.975  0.373
H -5.237 1.684 -2.416  0.412
H 2.179 3.589 -0.831  0.276
H 5.567 -2.031 0.032  0.438
H 1.120 0.054 4.465  0.348
H 0.861 -0.969 -5.504  0.392
H 5.402 1.618 -3.284  0.445
H -3.846 0.935 1.561  0.392
H -2.221 3.846 0.838  0.393
H 7.587 -1.504 -1.300  0.400
H -6.169 3.141 -0.650  0.372
H 3.082 5.743 -1.606  0.410
H -1.713 4.719 -2.227  0.401
H -0.185 -1.992 -3.507  0.543
H -1.626 0.256 3.839  0.260
H 1.588 7.403 -2.675  0.385
H -0.811 6.884 -2.976  0.397
H -3.670 -0.622 2.413  0.373
H 1.239 1.484 -5.568  0.412
H -2.806 1.327 -2.576  0.445
H -0.374 2.396 2.047  -0.168
H 1.856 -4.154 4.879  0.525
H -0.092 2.211 3.788  0.540
H 0.648 2.866 -3.631  0.381
H -3.382 -0.521 0.653  0.259
H 3.171 -3.116 3.051  0.365
H -2.415 1.704 3.181  0.533
H 2.490 0.854 -1.531  0.304
H -2.368 -3.400 5.108  0.495
H 2.020 1.520 3.999  0.348
H 7.499 0.340 -2.960  0.387
H -0.321 -4.502 6.043  0.429

## Properties
charge: 0
orbital gap: 6.74 eV
DFT total energy: -156517.136 eV
ΔE to the lowest compared entry with this formula, charge and spin: 0.629 eV
F_max: 0.661 eV Å⁻¹
2S+1: 1

Record 3
ORCA calculation (the ωB97M-V functional and the def2-TZVPD basis) on a molecular structure, C41H34Cl2F2N6O2W.

Last column: Mulliken charge in e.
Geometry (Å):
W -0.176 0.047 -0.023  1.038
Cl 0.166 6.681 -2.361  -0.214
Cl 1.777 6.752 0.314  -0.219
F -5.116 -2.305 0.749  -0.368
F -2.435 -1.972 4.560  -0.372
O -2.311 2.379 -2.860  -0.768
O 1.790 0.122 2.629  -0.664
N 0.454 0.077 2.107  0.325
N 0.942 1.682 0.605  -0.037
N 1.145 -1.704 -0.260  -0.257
N -1.597 1.603 1.043  0.526
N -1.144 -0.781 -1.723  0.520
N -0.666 1.662 -1.380  1.090
C -0.130 -3.701 0.608  -2.154
C 2.215 -4.053 0.040  -2.636
C 1.281 4.109 0.472  -0.924
C 0.741 2.921 0.005  0.209
C -0.262 4.075 -1.863  -0.391
C 1.232 -2.972 0.519  2.143
C -1.209 -2.088 -2.082  0.135
C 1.695 1.543 2.959  -0.234
C 2.812 -2.201 -2.132  -1.289
C 0.474 0.972 5.025  -0.580
C 1.650 -2.644 1.965  -1.781
C -1.922 0.067 -2.470  0.682
C -2.883 1.970 0.941  -0.231
C -3.758 -2.204 2.672  -1.026
C 3.434 -1.713 -3.274  0.212
C 1.087 5.276 -0.253  -0.003
C 0.351 5.244 -1.432  -0.182
C -0.416 0.038 4.424  -0.865
C -2.722 3.401 2.855  -0.841
C 1.762 -0.095 -1.850  0.396
C -0.510 -0.339 3.110  -0.910
C -3.481 2.842 1.824  -1.413
C -3.944 -1.950 1.320  0.214
C -1.616 -1.044 2.507  1.672
C 1.916 -1.424 -1.374  1.000
C 0.520 1.563 1.960  -0.483
C -2.971 -1.358 0.545  -0.447
C -2.038 -2.575 -3.062  -1.034
C -2.812 -0.369 -3.440  -0.746
C 2.289 0.374 -3.041  0.994
C -2.906 -1.713 -3.740  -0.870
C -1.738 -0.938 1.077  0.075
C -1.384 3.038 2.968  -0.508
C 1.975 1.759 -3.522  -1.320
C -0.871 2.130 2.069  0.736
C -0.099 2.906 -1.130  -0.022
C 1.394 1.734 4.397  -1.606
C -1.684 1.510 -2.261  -0.672
C 4.461 -2.574 -3.949  -1.610
C -2.603 -1.724 3.240  0.706
C 3.128 -0.457 -3.771  -1.352
H 1.995 2.445 4.939  0.440
H -3.595 -2.084 -4.481  0.459
H -4.489 -2.743 3.249  0.528
H 5.296 -2.749 -3.272  0.322
H -0.110 -4.351 1.480  0.485
H 3.244 -3.711 0.075  0.494
H -0.309 -4.332 -0.261  0.493
H -2.024 -3.629 -3.291  0.537
H -0.873 4.076 -2.750  0.597
H -3.205 -1.231 -0.503  0.361
H -0.960 -3.009 0.722  0.568
H 1.324 0.632 -1.154  1.305
H 1.967 -4.424 -0.949  0.457
H 3.099 -3.196 -1.867  0.539
H 2.133 -4.896 0.723  0.568
H 1.868 4.120 1.377  0.446
H 4.048 -3.545 -4.217  0.338
H 2.187 2.507 -2.759  0.217
H 2.581 2.085 2.622  0.933
H -0.537 -2.751 -1.560  0.073
H 2.560 1.991 -4.408  0.433
H -3.437 1.541 0.114  0.469
H -0.757 3.438 3.748  0.581
H 1.979 -3.551 2.468  0.593
H -4.526 3.090 1.715  0.499
H 0.342 1.115 6.087  0.465
H 0.810 -2.251 2.529  0.120
H -3.161 4.106 3.542  0.518
H 0.919 1.837 -3.780  0.162
H 4.842 -2.096 -4.846  0.402
H -3.393 0.385 -3.945  0.590
H -1.148 -0.369 5.100  0.589
H 2.469 -1.930 1.982  0.458
H 3.574 -0.102 -4.687  0.318

## Properties
charge: 0
orbital gap: 5.40 eV
DFT total energy: -88407.114 eV
ΔE to the lowest compared entry with this formula, charge and spin: 6.716 eV
F_max: 2.017 eV Å⁻¹
2S+1: 1

Record 4
ORCA calculation (the ωB97M-V functional and the def2-TZVPD basis) on a molecular structure, C41H35BDyN3O3STe.

Last column: Mulliken charge in e.
Geometry (Å):
Dy 2.390 1.959 1.600  0.332
Te 0.320 -0.281 -1.475  0.264
S 7.014 3.393 1.654  -0.499
O 1.828 3.341 3.651  0.286
O 0.997 1.939 5.249  -0.532
O 3.666 0.000 1.364  -0.740
N 4.291 3.193 1.243  -0.704
N 1.915 0.201 -0.006  -0.141
N -7.505 3.758 0.681  -0.549
C -3.153 -1.733 -3.865  -0.933
C 4.604 -1.550 -2.985  -0.785
C -0.735 3.012 0.452  -0.517
C -2.775 3.761 1.589  -0.706
C 1.288 5.462 4.826  -0.912
C 5.451 3.274 1.405  0.439
C 5.417 -2.543 -2.463  -0.367
C 1.056 -3.542 -1.857  -1.087
C -0.541 -1.656 1.130  1.199
C 0.672 5.927 5.999  -0.543
C -2.301 -1.385 -2.821  1.446
C -0.466 -1.316 -4.418  1.061
C -2.934 -1.267 -1.461  -1.129
C 0.394 -3.206 -0.529  1.008
C 0.200 -4.244 0.373  -0.911
C 4.784 -1.976 -0.236  -0.469
C -0.345 -4.040 1.637  0.755
C -2.960 2.609 -0.508  -0.257
C -0.694 -2.747 1.991  -1.014
C -4.934 3.419 0.603  0.622
C -2.155 3.123 0.506  0.326
C -6.367 3.618 0.637  0.010
C -0.930 -1.180 -3.099  -0.553
C -3.679 -2.196 -6.324  -1.554
C -1.373 -1.673 -5.426  -0.944
C 3.849 -0.776 -2.116  -0.221
C -2.726 -1.867 -5.177  0.455
C 0.832 3.245 5.632  0.980
C 0.161 5.063 6.955  -0.457
C -0.535 -5.203 2.572  -1.656
C 0.000 -1.906 -0.140  0.453
C 0.983 -1.103 -4.773  -1.134
C -4.147 3.909 1.638  -0.600
C 1.328 4.108 4.677  0.430
C 3.110 -0.261 0.216  0.968
C 0.482 2.929 0.538  -0.344
C -0.959 -0.303 1.650  -1.384
C 5.529 -2.754 -1.101  -0.640
C 3.918 -1.018 -0.744  0.433
C 0.251 3.691 6.798  -0.888
C -4.330 2.772 -0.472  -0.659
B 1.571 1.933 3.978  -0.068
H -4.208 -1.903 -3.662  0.338
H 0.600 6.999 6.167  0.362
H -0.994 -1.785 -6.439  0.290
H 3.204 0.005 -2.495  0.574
H 1.272 -0.056 -4.670  0.319
H -4.934 2.409 -1.294  0.461
H -1.188 0.384 0.839  -0.281
H -4.208 -1.301 -6.673  0.293
H 4.556 -1.377 -4.058  0.419
H -0.173 0.165 2.253  0.112
H -0.879 -4.889 3.555  0.373
H 0.394 -5.767 2.713  0.352
H 5.977 -3.189 -3.130  0.369
H 0.503 -5.252 0.080  0.350
H -2.711 -0.323 -0.946  -0.050
H -1.093 -2.543 2.988  0.342
H 1.654 -1.642 -4.096  -0.011
H -4.608 4.436 2.462  0.452
H -4.430 -2.944 -6.038  0.362
H 1.458 -4.552 -1.819  0.442
H -4.013 -1.325 -1.537  0.403
H -1.848 -0.362 2.279  0.564
H -0.298 5.475 7.833  0.393
H -2.598 -2.058 -0.788  0.228
H -2.162 4.153 2.383  0.610
H 6.143 -3.553 -0.705  0.397
H -1.297 -5.880 2.157  0.322
H 1.199 -1.420 -5.791  0.367
H 1.876 -2.863 -2.083  -0.172
H 1.664 6.160 4.096  0.462
H -2.493 2.089 -1.348  0.548
H -3.144 -2.589 -7.186  0.370
H 4.833 -2.147 0.834  0.446
H -0.145 3.022 7.555  0.407
H 0.338 -3.492 -2.687  0.219

## Properties
charge: -1
orbital gap (spin up / spin down): 7.57 / 6.41 eV
DFT total energy: -96586.615 eV
F_max: 1.076 eV Å⁻¹
2S+1: 5

Record 5
ORCA calculation (the ωB97M-V functional and the def2-TZVPD basis) on a molecular structure, C41H35BN9O6RuS.

Last column: Mulliken charge in e.
Geometry (Å):
Ru 0.674 -0.796 0.464  0.585
S -2.024 -1.323 -0.897  1.176
O 1.528 -3.135 0.084  -0.409
O 0.728 -5.099 -0.625  -0.783
O -3.346 -1.542 -0.353  -0.686
O 2.644 -0.916 -2.185  -0.591
O 0.400 -0.511 -2.536  -0.340
O -1.606 0.067 -0.938  -0.584
N 2.806 -0.429 1.059  1.376
N -3.757 5.425 2.364  -0.779
N -0.921 -2.069 0.025  0.233
N 0.982 -1.566 2.519  0.359
N -2.734 4.599 2.657  0.742
N -1.704 2.692 1.679  0.479
N -0.755 0.710 1.746  0.575
N -4.363 5.773 3.413  -0.543
N 1.635 0.943 -0.901  0.985
C 1.371 3.080 -1.937  -1.222
C 5.491 -0.409 1.658  -0.972
C -2.566 -3.255 -4.994  1.110
C 4.624 -1.246 2.360  -0.798
C 0.665 -3.969 -0.191  0.574
C 2.657 -1.273 -5.834  -0.597
C 0.805 2.639 1.854  -1.537
C 0.988 -0.844 -3.711  0.735
C -2.714 1.760 1.676  -1.505
C -3.202 -1.665 -3.298  -0.904
C -0.533 2.003 1.727  0.272
C 0.852 1.921 -1.473  -0.403
C 4.999 0.440 0.692  -1.256
C -2.111 0.543 1.717  -0.934
C 1.429 -3.725 4.189  -0.631
C -1.878 4.115 1.612  -0.854
C -1.187 -2.948 -3.035  0.042
C -2.225 3.692 6.203  -0.675
C 0.139 -3.247 3.977  -0.861
C 2.243 -2.004 2.730  0.359
C 2.490 -3.092 3.567  -0.960
C -4.059 5.239 5.851  -0.734
C 3.537 2.417 -1.140  -0.625
C 3.271 -1.227 2.031  0.376
C -1.429 -3.561 -4.253  -1.041
C -0.869 -3.459 0.131  -1.160
C -0.032 -2.164 3.140  -0.112
C 2.352 -1.093 -3.499  0.431
C 3.207 -1.320 -4.559  -1.272
C -3.771 5.180 4.489  0.009
C -3.272 4.487 6.689  -0.529
C -3.433 -2.279 -4.516  -1.103
C 2.971 1.274 -0.560  -0.044
C 2.770 3.312 -1.836  -1.044
C -2.694 4.394 4.006  1.341
C 3.619 0.423 0.384  0.650
C 1.306 -1.032 -6.035  -0.924
C -2.857 -3.986 -6.269  -1.440
C 0.437 -0.826 -4.973  -0.870
C -2.091 -2.021 -2.556  0.010
C -1.910 3.631 4.864  -0.402
B 1.444 -0.458 -1.575  2.956
H -0.190 1.647 -1.582  0.404
H -4.868 5.853 6.209  0.438
H 1.553 1.847 1.876  -0.199
H -0.308 -3.208 -2.467  0.295
H 0.922 -0.981 -7.041  0.449
H -3.745 2.044 1.652  0.599
H -2.928 -5.054 -6.071  0.325
H -0.736 -4.304 -4.618  0.470
H -2.055 -3.836 -6.990  0.309
H -1.655 3.107 6.909  0.405
H 3.494 -3.447 3.726  0.387
H -2.368 4.406 0.674  0.347
H -1.006 -1.730 2.956  0.270
H 4.996 -1.893 3.135  0.454
H -3.464 4.505 7.751  0.369
H -0.999 -3.804 1.164  0.328
H -0.610 -0.611 -5.112  0.571
H 4.263 -1.484 -4.411  0.539
H -0.892 4.594 1.672  0.402
H 4.587 2.607 -0.990  0.443
H 0.874 3.217 2.778  0.595
H 1.594 -4.571 4.836  0.436
H -3.887 -0.935 -2.897  0.520
H -3.797 -3.655 -6.707  0.371
H -4.311 -2.021 -5.089  0.328
H -1.571 -3.975 -0.530  0.497
H -2.565 -0.428 1.692  0.938
H 1.017 3.301 1.014  0.287
H 3.200 4.188 -2.293  0.458
H 5.672 1.069 0.135  0.461
H 0.730 3.810 -2.404  0.612
H -0.712 -3.710 4.452  0.489
H 3.303 -1.403 -6.690  0.400
H -1.105 3.006 4.507  0.314
H 6.548 -0.423 1.880  0.440

## Properties
charge: 0
orbital gap (spin up / spin down): 4.75 / 4.67 eV
DFT total energy: -82873.993 eV
ΔE to the lowest compared entry with this formula, charge and spin: 2.195 eV
F_max: 4.839 eV Å⁻¹
2S+1: 2